(P)
The following is a DFT calculation (the ωB97M-V functional and the def2-TZVPD basis) of 2 unconnected molecules or ions with the total composition C11H15N.

Cartesian coordinates (Å):
C  0.70764  -2.18505  -0.63601
C  0.71996  -1.01671  -1.53134
C  0.45321  -0.84133  -2.86901
N  0.37850  0.50586  -3.18986
C  0.76239  1.22023  -2.06777
C  0.69243  2.62160  -1.87086
C  0.90974  3.04805  -0.58822
C  1.33285  2.14656  0.44632
C  1.21821  0.80011  0.27585
C  0.85095  0.33679  -1.01375
H  0.05472  -2.99296  -0.97036
H  0.38135  -2.02687  0.39774
H  1.71770  -2.58059  -0.45107
H  0.19643  -1.48989  -3.69044
H  0.30180  0.98044  -4.06262
H  0.24410  3.25130  -2.62947
H  0.54290  3.98084  -0.17137
H  1.49635  2.65446  1.38909
H  1.43943  0.15318  1.11332
C  -1.95325  -1.67453  3.22005
C  -1.66179  -0.48607  2.30542
H  -2.11454  -1.47207  4.28038
H  -2.86718  -2.21758  2.97574
H  -1.07233  -2.31382  3.14118
H  -2.49933  0.12432  1.95643
H  -1.04925  0.22859  2.86571
H  -1.18299  -0.75482  1.37492

As for the HOMO energy: -7.87 eV. The structure (SMILES) is Cc1c[nH]c2ccccc12.CC. For the LUMO energy, the calculation gives 0.943 eV. The calculation puts the gap between HOMO and LUMO at 8.81 eV.

Here are the Mulliken charges for atoms 1 to 6, given in e:
1. C -1.098
2. C 0.438
3. C -0.806
4. N -0.066
5. C -0.174
6. C -0.711

=====

(Q)
The following is a DFT calculation (the ωB97M-V functional and the def2-TZVPD basis) of 2 unconnected molecules or ions with the total composition C11H15N.

Cartesian coordinates (Å):
C  -2.73378  1.08936  -0.77918
C  -1.64823  0.02545  -0.66726
C  -1.74736  -1.31254  -0.66926
N  -0.44335  -1.89632  -1.05524
C  0.41222  -0.77194  -1.13030
C  1.89896  -0.71622  -0.74965
C  2.44429  0.48399  -0.52000
C  1.77023  1.78606  -0.56265
C  0.36443  1.73807  -0.62788
C  -0.22242  0.42272  -0.84791
H  -3.54007  0.76561  -0.17822
H  -2.69932  1.18362  -1.84589
H  -2.35930  2.02718  -0.15257
H  -2.55394  -1.93872  -0.55994
H  -0.33626  -2.80264  -1.36648
H  2.24567  -1.80814  -0.73920
H  3.48149  0.51565  -0.35215
H  2.40578  2.68926  -0.69180
H  -0.24056  2.69110  -0.41161
C  -0.42134  -0.79284  3.05214
C  0.82288  0.05661  2.86837
H  -1.09130  -0.38169  2.25195
H  -0.32347  -1.92806  2.91193
H  -1.11208  -0.41031  3.86781
H  0.84043  0.98040  3.45099
H  1.09469  0.10448  1.80702
H  1.65244  -0.46587  3.19638

As for the HOMO energy: -8.12 eV. The structure (SMILES) is Cc1c[nH]c2ccccc12.CC. For the LUMO energy, the calculation gives 0.927 eV. The calculation puts the gap between HOMO and LUMO at 9.05 eV.

Here are the Mulliken charges for atoms 1 to 6, given in e:
1. C -1.247
2. C 0.639
3. C -1.034
4. N -0.109
5. C 0.019
6. C -0.409

=====

The most stable arrangement is (P), and the next structure is 2.323 eV less stable.

=====

(P)
The following is a DFT calculation (the ωB97M-V functional and the def2-TZVPD basis) of 2 unconnected molecules or ions with the total composition C11H15N.

Cartesian coordinates (Å):
C  -2.78568  -1.03009  1.69810
C  -1.49864  -1.26668  1.17769
C  -0.46978  -1.58883  1.95061
N  0.90906  -1.16410  1.30052
C  0.53715  -0.87737  -0.03791
C  1.30350  -0.71762  -1.14015
C  0.79017  -0.45470  -2.40057
C  -0.62060  -0.65012  -2.46984
C  -1.48051  -0.69349  -1.42651
C  -0.95639  -0.93400  -0.14100
H  -3.40568  -0.13774  1.13566
H  -2.66219  -0.66147  2.79465
H  -3.40992  -1.93985  1.57516
H  -0.29374  -1.93234  2.91310
H  1.69744  -1.70758  1.39352
H  2.37552  -0.80028  -0.92395
H  1.49375  -0.54663  -3.26206
H  -0.84987  -0.52550  -3.50793
H  -2.54050  -0.80536  -1.71756
C  0.83437  2.49524  0.58846
C  2.09615  2.19859  -0.27391
H  -0.03717  2.47432  -0.03709
H  0.60722  1.57681  0.96711
H  0.96031  3.20982  1.32135
H  2.93727  1.75753  0.24000
H  2.53956  3.21204  -0.51529
H  1.92919  1.50938  -1.20218

As for the HOMO energy: -8.23 eV. The structure (SMILES) is Cc1c[nH]c2ccccc12.CC. For the LUMO energy, the calculation gives 0.903 eV. The calculation puts the gap between HOMO and LUMO at 9.13 eV.

Here are the Mulliken charges for atoms 1 to 6, given in e:
1. C -1.225
2. C 0.744
3. C -0.705
4. N -0.318
5. C -0.237
6. C -0.525

=====

(Q)
The following is a DFT calculation (the ωB97M-V functional and the def2-TZVPD basis) of 2 unconnected molecules or ions with the total composition C11H15N.

Cartesian coordinates (Å):
C  2.79290  0.16464  0.36376
C  1.66710  0.72194  -0.46399
C  1.68751  0.99389  -1.80446
N  0.48569  1.54401  -2.17416
C  -0.34481  1.62510  -1.08030
C  -1.72988  1.82704  -1.04660
C  -2.38788  1.59186  0.13955
C  -1.67593  1.17388  1.26918
C  -0.32833  0.94928  1.22647
C  0.34441  1.03074  -0.01203
H  2.49826  -0.43621  1.21446
H  3.41908  0.96787  0.75321
H  3.32503  -0.50529  -0.31145
H  2.45355  0.76003  -2.52463
H  0.23428  1.91922  -3.07249
H  -2.32606  2.15808  -1.88972
H  -3.44322  1.77405  0.19350
H  -2.12592  1.14442  2.24758
H  0.22481  0.61617  2.09912
C  -1.27865  -2.17183  0.41110
C  0.03744  -2.82728  0.80277
H  -1.71414  -2.68260  -0.44752
H  -1.99309  -2.18997  1.23142
H  -1.08250  -1.15590  0.09852
H  0.34336  -2.41792  1.76631
H  0.84459  -2.66070  0.08227
H  0.07238  -3.91453  0.92812

As for the HOMO energy: -7.82 eV. The structure (SMILES) is Cc1c[nH]c2ccccc12.CC. For the LUMO energy, the calculation gives 0.933 eV. The calculation puts the gap between HOMO and LUMO at 8.75 eV.

Here are the Mulliken charges for atoms 1 to 6, given in e:
1. C -1.345
2. C 0.286
3. C -0.753
4. N -0.054
5. C -0.294
6. C -0.726

=====

(R)
The following is a DFT calculation (the ωB97M-V functional and the def2-TZVPD basis) of 2 unconnected molecules or ions with the total composition C11H15N.

Cartesian coordinates (Å):
C  0.14760  -0.57241  -2.46881
C  -0.74949  -0.25666  -1.28806
C  -1.37723  0.89544  -0.87961
N  -1.56421  0.78668  0.52831
C  -1.26781  -0.48365  0.91445
C  -1.27416  -1.04671  2.19893
C  -0.84690  -2.34926  2.35234
C  -0.37293  -3.05484  1.21071
C  -0.48703  -2.56283  -0.07161
C  -0.80713  -1.18579  -0.18719
H  0.17475  0.25843  -3.19867
H  -0.26121  -1.40298  -3.03606
H  1.16465  -0.42572  -2.11242
H  -1.79048  1.78352  -1.29944
H  -1.96448  1.56009  1.02100
H  -1.60667  -0.30519  2.93334
H  -1.04196  -2.84941  3.29321
H  -0.17034  -4.10990  1.34099
H  -0.36070  -3.04909  -1.02307
C  1.67726  2.38323  -0.76251
C  1.89011  2.16590  0.73689
H  2.46740  2.03468  -1.45294
H  0.73542  1.95902  -1.07494
H  1.65775  3.42261  -1.11022
H  2.75867  1.52751  0.85853
H  1.15864  1.72014  1.41264
H  2.11045  3.15717  1.16421

As for the HOMO energy: -7.81 eV. The structure (SMILES) is Cc1c[nH]c2ccccc12.CC. For the LUMO energy, the calculation gives 0.941 eV. The calculation puts the gap between HOMO and LUMO at 8.75 eV.

Here are the Mulliken charges for atoms 1 to 6, given in e:
1. C -1.623
2. C 0.889
3. C -1.138
4. N 0.107
5. C -0.327
6. C -0.676

=====

The most stable arrangement is (Q), and the next structure is 1.254 eV less stable.

=====

(P)
The following is a DFT calculation (the ωB97M-V functional and the def2-TZVPD basis) of 2 unconnected molecules or ions with the total composition C6H7B.

Cartesian coordinates (Å):
B  0.00099  -0.32644  0.20241
C  -0.15292  -3.04664  0.38225
C  -0.45368  -1.84937  0.12609
C  -1.54094  -0.91892  -0.34654
C  -1.36712  0.31295  0.23226
C  3.71925  0.03803  -0.00170
C  -2.18031  1.48795  0.13345
H  -2.28503  -1.05541  -1.17294
H  3.99786  0.40858  1.07937
H  3.77635  0.73536  -0.78460
H  3.74851  -0.96782  -0.26699
H  -2.64176  1.63849  1.02093
H  -3.05643  1.20114  -0.55868
H  -1.56478  2.34209  -0.04531

As for the HOMO energy (alpha / beta): -8.84 / -8.15 eV. For the LUMO energy (alpha / beta), the calculation gives -0.847 / -0.271 eV. The calculation puts the gap between HOMO and LUMO (alpha / beta) at 7.99 / 7.88 eV.

Here are the Mulliken charges for atoms 1 to 6, given in e:
1. B -0.047
2. C -0.338
3. C 0.106
4. C -0.434
5. C 0.572
6. C -0.881

=====

(Q)
The following is a DFT calculation (the ωB97M-V functional and the def2-TZVPD basis) of a single C6H7B molecule.

Cartesian coordinates (Å):
C  -2.65842  0.45607  -0.05419
C  -1.36332  0.14923  -0.14604
B  0.22515  1.34088  0.02062
C  1.23026  0.17902  0.06166
C  2.55657  0.15840  -0.14866
C  0.58414  -1.15805  0.10985
C  -0.76364  -1.18281  -0.09800
H  -3.25189  -0.39008  -0.07186
H  -2.89448  1.45822  0.03247
H  0.27470  2.52233  -0.19032
H  3.07662  -0.71272  -0.15270
H  3.16603  1.00064  -0.46600
H  1.33170  -2.01560  0.05821
H  -1.33906  -1.96606  -0.41942

As for the HOMO energy: -8.31 eV. The structure (SMILES) is C=C1BC(=C)C=C1. For the LUMO energy, the calculation gives -0.402 eV. The calculation puts the gap between HOMO and LUMO at 7.91 eV.

Here are the Mulliken charges for atoms 1 to 6, given in e:
1. C -0.791
2. C 0.133
3. B 0.055
4. C 0.587
5. C -0.850
6. C -0.345

=====

The most stable arrangement is (Q), and the next structure is 6.041 eV less stable.

=====

(P)
The following is a DFT calculation (the ωB97M-V functional and the def2-TZVPD basis) of a molecular structure, C3H5N3S2.

Cartesian coordinates (Å):
C  -1.73618  1.17518  -0.22433
C  -0.51304  0.50403  -0.31475
C  1.43946  -0.05233  -0.05274
H  -4.20636  -0.10608  -0.32521
H  -1.84482  1.97577  0.54385
H  -2.11916  1.74348  -1.21404
H  2.79656  0.90728  1.56693
H  -1.24167  -1.23847  -0.58056
N  0.72539  1.05745  -0.06111
N  0.89223  -1.29338  -0.31048
N  -0.42468  -0.77118  -0.18911
S  -2.97623  -0.37095  0.33489
S  3.17145  -0.00364  0.13291

As for the HOMO energy: -8.97 eV. For the LUMO energy, the calculation gives 0.042 eV. The calculation puts the gap between HOMO and LUMO at 9.01 eV.

Here are the Mulliken charges for atoms 1 to 6, given in e:
1. C -0.374
2. C 0.489
3. C 0.427
4. H 0.181
5. H 0.300
6. H 0.281

=====

(Q)
The following is a DFT calculation (the ωB97M-V functional and the def2-TZVPD basis) of a molecular structure, C3H5N3S2.

Cartesian coordinates (Å):
C  2.64074  0.31886  -0.03899
C  0.43501  -0.48584  -0.53063
C  -2.90417  -0.77996  0.28062
H  -0.49698  1.80695  -0.31511
H  3.25669  1.30146  0.44674
H  0.66463  -1.46907  -0.85103
H  -3.85649  -1.48468  0.21761
H  -2.92534  0.30929  1.07182
N  1.31993  0.63414  -0.26708
N  -0.82951  -0.17753  -0.03866
N  -1.71150  -1.20519  -0.14676
S  0.69838  2.31939  0.02313
S  3.70860  -1.08783  0.14833

As for the HOMO energy: -8.61 eV. For the LUMO energy, the calculation gives -0.897 eV. The calculation puts the gap between HOMO and LUMO at 7.71 eV.

Here are the Mulliken charges for atoms 1 to 6, given in e:
1. C -0.081
2. C -0.058
3. C -0.209
4. H 0.238
5. H 0.160
6. H 0.450

=====

The most stable arrangement is (P), and the next structure is 2.014 eV less stable.